Entry from OMol25: C2H4LiO2Tb as an isolated structure at a distorted geometry (wB97M-V/def2-TZVPD).

Atoms and positions in Å:
O -1.43368 -0.64251 -0.14760
C -2.14206 0.45973 -0.54448
C -1.32753 1.70517 -0.39918
O -0.17569 1.65737 0.02550
H -3.07204 0.63334 0.03840
H -2.47213 0.42910 -1.60460
H -1.76102 2.67171 -0.70658
Tb 0.62217 -0.37182 0.57686
Li -1.16722 -2.41267 0.06815
H 0.82468 -2.19833 1.26987

Force components x, y, z for each atom (eV/Å):
O 2.5 -1.0 0.9
C -1.1 1.6 -0.5
C -1.0 0.4 -0.6
O 0.0 0.0 0.2
H 0.2 -0.2 -0.1
H 0.1 -0.1 0.3
H 0.1 -0.2 0.1
Tb 0.9 1.1 0.0
Li -0.9 -1.3 0.1
H -1.0 -0.4 -0.4

Properties
Spin multiplicity: 7
Energy above the lowest of the compared OMol25 structures with the same formula, charge and spin, eV: 1.101
LUMO level (spin up / spin down), eV: -9.974 / -9.479
⟨S²⟩: 12.725
Kohn-Sham gap (spin up / spin down), eV: 9.116 / 9.467
Charge: +2
E, eV: -28855.7566


Entry from OMol25: C2H4LiO2V as an isolated structure at a distorted geometry (wB97M-V/def2-TZVPD).

Atoms and positions in Å:
O 2.95602 0.93452 -1.10665
C -0.96335 -0.34542 1.15355
C -1.51833 -0.75503 -0.13381
O -0.41784 0.18196 -0.08248
V 1.26126 0.31209 -0.83484
Li 4.14840 2.31002 -1.38861
H -1.47888 0.41137 1.74404
H -0.29473 -1.02225 1.68614
H -2.44085 -0.29847 -0.49144
H -1.25169 -1.72878 -0.54590

Force components x, y, z for each atom (eV/Å):
O 2.4 1.1 -0.4
C -0.7 -0.3 0.9
C -1.2 -0.8 0.0
O -0.6 0.6 0.4
V -0.6 -1.1 -0.6
Li 0.6 0.3 -0.1
H 0.1 -0.2 -0.2
H -0.1 0.2 -0.1
H 0.2 -0.1 0.1
H -0.1 0.2 0.1

Properties
Spin multiplicity: 5
Energy above the lowest of the compared OMol25 structures with the same formula, charge and spin, eV: 0.017
LUMO level (spin up / spin down), eV: -9.446 / -12.166
⟨S²⟩: 6.005
Kohn-Sham gap (spin up / spin down), eV: 8.851 / 8.785
Charge: +2
E, eV: -32105.5070


Entry from OMol25: an isolated ion of composition C2H4N and charge +1 at a distorted geometry (wB97M-V/def2-TZVPD).

Atoms and positions in Å:
C -1.45415 -0.58464 0.57571
C 0.79665 0.29182 -0.40812
N -0.33083 -0.18964 0.30507
H -2.38357 -0.64071 1.01204
H 1.36894 0.66508 0.35904
H 1.56116 -0.50408 -0.73572
H 0.44182 0.96217 -1.10802

Force components x, y, z for each atom (eV/Å):
C 10.3 3.7 -2.3
C 1.6 -3.1 0.5
N -9.0 -4.0 1.1
H -2.1 -0.6 0.8
H 1.4 2.0 1.6
H -1.9 0.6 -0.2
H -0.3 1.4 -1.6

Properties
SMILES string: C#[N+]C
Energy above the lowest of the compared OMol25 structures with the same formula, charge and spin, eV: 0.546
LUMO level, eV: -5.901
Kohn-Sham gap, eV: 12.579
Charge: +1
E, eV: -3618.9805


Entry from OMol25: one molecule with the formula C2H4N2 at a distorted geometry (wB97M-V/def2-TZVPD).

Atoms and positions in Å:
C 0.97233 -0.27530 0.42086
C -0.73065 0.17263 -1.11797
N -1.42313 1.22751 -0.71367
N 0.46036 -0.75726 -0.61163
H 1.70538 -0.78984 1.10559
H 0.63339 0.68692 0.79823
H -1.36473 -0.41353 -1.87595
H -0.93635 1.74709 -0.06626

Force components x, y, z for each atom (eV/Å):
C 0.6 0.3 1.9
C -3.3 -0.6 0.0
N 2.1 -4.3 -2.9
N -2.0 1.8 -1.3
H -0.6 0.2 -1.3
H 0.1 0.3 0.3
H 1.6 0.6 0.9
H 1.4 1.7 2.4

Properties
SMILES string: [H]/N=C\N=C
Energy above the lowest of the compared OMol25 structures with the same formula, charge and spin, eV: 2.426
LUMO level, eV: 0.186
Kohn-Sham gap, eV: 10.510
Charge: 0
E, eV: -5116.5337


Entry from OMol25: C2H4N2 as an isolated structure at a distorted geometry (wB97M-V/def2-TZVPD).

Atoms and positions in Å:
C -0.57610 1.48880 -0.10059
C 0.63068 -1.18826 -0.13543
N 0.53125 -0.61398 1.00840
N -0.60553 0.97616 -1.16737
H -0.74758 -0.35567 0.97570
H -0.29512 2.17163 0.63318
H -0.14994 -1.90719 -0.33131
H 1.21232 -0.57149 -0.88258

Force components x, y, z for each atom (eV/Å):
C 0.1 -1.3 -5.8
C -0.4 1.6 0.9
N -3.8 2.1 -0.8
N -0.6 2.0 3.8
H 4.0 -2.5 1.5
H 0.0 0.5 1.3
H -0.1 -0.1 -1.4
H 0.7 -2.2 0.4

Properties
Energy above the lowest of the compared OMol25 structures with the same formula, charge and spin, eV: 4.887
LUMO level (spin up / spin down), eV: -0.104 / -0.104
Kohn-Sham gap (spin up / spin down), eV: 8.789 / 8.789
Charge: 0
E, eV: -5114.0731


Entry from OMol25: one molecule with the formula C2H4N2 at a distorted geometry (wB97M-V/def2-TZVPD).

Atoms and positions in Å:
C -0.31243 0.70624 -0.45039
C 0.00854 -0.77528 0.48573
N -0.45720 0.60692 -1.68935
N 0.20231 -0.56746 1.64936
H 0.03598 1.53253 0.13020
H 0.22164 -1.71229 -0.14562
H -0.47042 1.56901 -2.11558
H 0.77158 -1.35968 2.13565

Force components x, y, z for each atom (eV/Å):
C 1.3 -4.5 1.2
C -1.0 1.6 -7.0
N -0.6 1.4 -0.4
N 2.7 -1.0 5.5
H -0.4 0.9 0.5
H -0.4 1.3 0.8
H 0.1 -1.1 0.3
H -1.8 1.4 -0.8

Properties
SMILES string: [H]/N=C/C=N/[H]
Energy above the lowest of the compared OMol25 structures with the same formula, charge and spin, eV: 2.378
LUMO level, eV: 1.079
Kohn-Sham gap, eV: 10.423
Charge: 0
E, eV: -5116.5820


Entry from OMol25: a 2-piece molecular cluster, C2H4N2 overall at a distorted geometry (wB97M-V/def2-TZVPD).

Atoms and positions in Å:
C -1.61407 -0.02805 0.21761
C 1.06802 0.12568 -0.10786
N 2.31689 0.00984 -0.16098
N -0.90236 -0.55240 -0.68792
H -2.63090 0.11554 -0.12924
H -1.49992 0.24599 1.18949
H 0.66093 0.97038 0.33281
H 2.60142 -0.88699 -0.65390

Force components x, y, z for each atom (eV/Å):
C -0.8 -1.6 -4.1
C 0.2 -1.2 -0.4
N -1.8 -2.3 -1.4
N 2.8 1.4 1.3
H -0.7 -0.3 0.1
H 1.4 1.1 2.8
H -1.1 1.7 0.9
H -0.1 1.2 0.7

Properties
Energy above the lowest of the compared OMol25 structures with the same formula, charge and spin, eV: 4.592
LUMO level (spin up / spin down), eV: 0.113 / 0.152
Kohn-Sham gap (spin up / spin down), eV: 8.922 / 8.762
Charge: 0
E, eV: -5114.3676


Entry from OMol25: a 2-piece molecular cluster, C2H4N2 overall at a distorted geometry (wB97M-V/def2-TZVPD).

Atoms and positions in Å:
C 2.85739 0.24814 0.04052
C 1.70112 -0.09181 -0.03361
N -2.30895 -0.20550 0.01138
N -1.58160 -1.12192 0.20464
H 3.71887 0.78704 -0.20776
H -2.64321 -0.01465 -0.92979
H -2.36636 0.63990 0.81080
H 0.62274 -0.24120 0.10382

Force components x, y, z for each atom (eV/Å):
C -1.7 -0.1 -0.7
C -0.4 0.3 0.8
N 0.7 2.8 2.1
N 0.8 -1.7 0.3
H 1.0 0.0 0.2
H -0.9 0.6 -0.3
H -0.6 -1.6 -2.2
H 1.2 -0.3 -0.2

Properties
Energy above the lowest of the compared OMol25 structures with the same formula, charge and spin, eV: 5.368
LUMO level, eV: 0.676
Kohn-Sham gap, eV: 9.144
Charge: 0
E, eV: -5113.5918


> Look up the energy above the lowest of the compared OMol25 structures with the same formula, charge and spin of the eighth one.

5.368 eV